This record from the OMol25 dataset describes a molecular structure, C19H19HgN6O2. The level of theory is ωB97M-V/def2-TZVPD.

Each line ends with the Mulliken spin population.
Element x y z (Å)
Hg: -0.999 0.003 -2.473  0.793
O: 1.315 -2.155 -2.577  0.005
O: 1.065 0.991 -1.778  0.053
N: 0.132 1.307 0.319  0.032
N: -0.198 -1.788 -0.914  0.033
N: -3.628 0.424 -0.847  0.001
N: -1.081 1.272 -0.288  0.064
N: -1.734 -1.561 0.764  0.003
N: 1.983 -2.603 -0.460  0.001
C: -4.366 2.646 -0.370  -0.004
C: 1.127 1.044 -0.521  0.004
C: -3.399 1.644 -0.344  0.019
C: -4.809 0.186 -1.414  -0.009
C: 2.560 0.560 1.506  0.001
C: 4.780 0.196 -0.120  0.001
C: 2.446 0.740 0.130  -0.005
C: -2.062 1.885 0.255  -0.040
C: 4.888 0.006 1.251  -0.001
C: 3.563 0.557 -0.679  0.001
C: -5.819 1.130 -1.501  -0.004
C: 3.287 -2.987 -0.981  0.000
C: 1.694 -2.649 0.856  0.001
C: 1.029 -2.170 -1.395  0.012
C: 0.477 -2.318 1.330  0.001
C: -5.588 2.386 -0.962  0.001
C: 3.775 0.191 2.063  0.001
C: -0.489 -1.878 0.373  0.008
C: -1.930 2.793 1.441  0.006
H: 3.448 0.689 -1.746  0.001
H: -1.064 2.491 2.026  0.000
H: -6.349 3.154 -1.007  0.000
H: -1.894 -1.417 1.745  0.000
H: 5.838 -0.276 1.688  0.000
H: -2.327 -1.039 0.123  0.013
H: -4.147 3.617 0.055  0.000
H: -1.763 3.826 1.123  0.000
H: -6.758 0.882 -1.975  0.000
H: 5.647 0.058 -0.756  0.000
H: -4.951 -0.812 -1.813  0.007
H: 2.500 -2.960 1.507  0.000
H: 3.712 -2.162 -1.546  0.000
H: 3.187 -3.845 -1.642  0.001
H: -2.830 2.771 2.055  0.000
H: 0.255 -2.353 2.386  0.000
H: 1.683 0.704 2.123  0.001
H: 3.857 0.051 3.134  0.000
H: 3.938 -3.231 -0.144  0.000

Output
spin multiplicity	2
⟨S²⟩	0.7534
E	-37221.791	eV
relative energy (zero: lowest compared OMol25 entry of this formula, charge and spin)	2.0	kcal/mol
orbital gap (alpha / beta)	7.36 / 6.79	eV
total charge	0

=====

This record from the OMol25 dataset describes 5 unconnected molecules or ions with the total composition C36H54BrFO6S. The level of theory is ωB97M-V/def2-TZVPD.

Each line ends with the Löwdin charge.
Element x y z (Å)
Br: 1.600 -0.735 1.801  0.832
S: -2.580 0.667 -3.533  0.821
F: 4.301 2.505 -3.710  0.071
O: 7.269 -4.546 -0.223  -0.149
O: 3.734 1.244 0.848  0.065
O: -6.944 -2.202 0.020  -0.140
O: 2.739 7.043 0.630  -0.137
O: 1.855 4.021 -2.790  0.128
O: -4.115 0.650 1.964  -0.168
C: -6.684 -1.105 -0.864  -0.205
C: 7.433 -5.196 2.051  -0.178
C: -5.742 2.314 2.408  -0.166
C: 3.431 4.831 0.140  -0.168
C: 3.583 2.318 -2.555  -0.118
C: 3.381 5.001 1.646  -0.167
C: 5.479 0.898 -1.668  -0.111
C: 2.150 2.927 -2.388  -0.261
C: -0.984 -1.540 -4.044  -0.170
C: -7.940 -0.256 -0.891  -0.172
C: 8.486 -4.006 0.310  -0.206
C: -2.522 -1.137 -3.912  -0.515
C: -1.090 0.947 -1.169  -0.167
C: -1.220 -2.327 0.355  -0.377
C: 5.199 -0.499 -2.343  -0.163
C: -2.605 0.845 -1.654  -0.369
C: 0.860 0.290 0.299  -0.434
C: -1.436 -0.838 0.877  -0.155
C: -2.590 -3.039 -0.081  -0.077
C: -4.588 1.916 1.503  -0.207
C: 6.510 -5.123 0.848  -0.208
C: 1.682 1.173 -0.494  -0.085
C: 3.221 1.330 -0.235  -0.314
C: -0.239 1.879 -1.943  0.011
C: -0.588 0.147 -0.023  -0.134
C: -8.153 -1.937 0.745  -0.199
C: -4.701 0.380 3.248  -0.189
C: 2.583 5.996 -0.337  -0.202
C: 3.391 6.513 1.791  -0.206
C: 5.057 -1.645 -1.642  -0.007
C: 8.340 -4.003 1.821  -0.178
C: -5.348 1.668 3.719  -0.170
C: 4.065 1.572 -1.533  -0.060
C: -0.533 -3.301 1.395  -0.131
C: 1.159 2.001 -1.610  -0.047
C: -8.498 -0.478 0.496  -0.173
H: 1.522 5.726 -0.374  0.119
H: -5.830 -0.542 -0.466  0.104
H: -6.673 1.873 2.042  0.097
H: 4.633 -2.582 -2.085  0.068
H: -6.416 -1.487 -1.852  0.118
H: 7.838 -3.087 2.147  0.114
H: 8.652 -3.007 -0.098  0.116
H: 6.187 1.522 -2.272  0.117
H: -8.933 -2.601 0.356  0.117
H: -3.930 0.025 3.934  0.120
H: -3.243 1.689 -1.307  0.074
H: 4.461 4.949 -0.212  0.128
H: 9.296 -4.070 2.341  0.113
H: -0.507 -0.755 -4.687  0.062
H: -8.638 -0.643 -1.639  0.117
H: -2.934 -3.727 0.740  0.077
H: 4.415 6.902 1.808  0.116
H: -0.682 2.466 -2.773  0.103
H: 8.019 -6.120 2.018  0.115
H: -3.760 2.630 1.576  0.124
H: -7.972 0.160 1.212  0.094
H: 5.654 -4.469 1.044  0.113
H: -2.544 -0.575 0.888  0.092
H: -0.751 -3.055 2.463  0.079
H: 2.883 6.358 -1.322  0.118
H: 0.575 -3.320 1.228  0.034
H: -3.013 -1.742 -3.096  0.066
H: 5.303 -1.717 -0.550  0.070
H: 6.137 -6.103 0.544  0.116
H: -0.837 -2.552 -4.497  0.070
H: -4.885 1.833 0.455  0.102
H: -6.185 1.501 4.397  0.116
H: 9.309 -4.654 -0.009  0.116
H: 4.205 4.517 2.172  0.116
H: 5.908 0.696 -0.648  0.117
H: 5.075 -0.499 -3.451  0.106
H: -5.879 3.394 2.476  0.117
H: -2.967 -0.154 -1.281  0.058
H: -5.444 -0.413 3.116  0.117
H: -3.045 -1.415 -4.858  0.071
H: -7.741 0.792 -1.122  0.114
H: -8.003 -2.161 1.803  0.115
H: -1.118 -0.802 1.955  0.080
H: 6.898 -5.165 3.000  0.113
H: 3.063 3.868 -0.204  0.073
H: 2.442 4.594 2.035  0.119
H: -3.376 -2.314 -0.405  0.055
H: 2.874 6.853 2.690  0.115
H: -4.611 2.292 4.233  0.118
H: -2.301 -3.726 -0.929  0.082
H: -0.570 -2.251 -0.564  0.119
H: -9.566 -0.275 0.579  0.115
H: -0.890 -4.354 1.201  0.074
H: -0.513 -1.462 -3.026  0.058

Output
E	-134082.606	eV
orbital gap	7.90	eV
total charge	0
SMILES	C=CCC1=C(F)C(=O)c2cc(CSCC)c(CC(C)C)c(Br)c2C1=O.C1CCOC1.C1CCOC1.C1CCOC1.C1CCOC1

=====

This record from the OMol25 dataset describes a single C6H10O molecule. The level of theory is ωB97M-V/def2-TZVPD.

Each line ends with the natural charge from an NBO analysis.
Element x y z (Å)
O: -1.048 -1.684 0.124  -0.724
C: -0.617 1.220 0.536  -0.395
C: 1.557 -0.085 0.277  -0.148
C: 0.623 0.610 1.235  -0.456
C: 1.066 -0.810 -0.728  -0.252
C: -1.031 0.509 -0.769  -0.407
C: -0.436 -0.892 -0.894  0.054
H: -0.687 -1.308 -1.881  0.167
H: 1.714 -1.330 -1.431  0.209
H: -1.449 1.202 1.246  0.211
H: 0.280 -0.131 1.965  0.227
H: -0.513 -2.481 0.235  0.469
H: 1.150 1.386 1.799  0.212
H: -2.122 0.434 -0.827  0.217
H: 2.632 -0.003 0.433  0.205
H: -0.699 1.086 -1.640  0.206
H: -0.420 2.276 0.321  0.204

Output
E	-8430.996	eV
relative energy (zero: lowest compared OMol25 entry of this formula, charge and spin)	5.6	kcal/mol
orbital gap	10.38	eV
total charge	0
SMILES	O[C@@H]1C=CCCC1

=====

This record from the OMol25 dataset describes a molecular structure, C28H29N10OTi. The level of theory is ωB97M-V/def2-TZVPD.

Each line ends with the Mulliken spin population.
Element x y z (Å)
Ti: -0.106 -0.062 0.962  1.712
O: 0.135 1.096 2.690  -0.044
N: -0.772 -4.184 -0.943  -0.005
N: -0.148 1.514 -0.263  0.059
N: -2.286 0.036 1.126  -0.038
N: -0.111 -0.783 5.609  0.004
N: 2.249 1.869 -0.432  0.008
N: 0.001 -1.059 3.367  0.048
N: -0.424 -1.849 -0.241  -0.044
N: 2.001 -0.265 0.648  -0.052
N: -2.460 2.174 0.042  0.017
N: -0.244 -2.958 4.689  0.002
C: -4.409 0.913 0.451  -0.021
C: 4.126 0.457 -0.163  -0.027
C: -0.331 -1.079 7.011  0.000
C: 0.376 -4.960 -1.459  0.004
C: 1.020 2.244 -0.439  0.003
C: 0.655 3.677 -0.589  0.001
C: -0.707 3.766 -0.417  -0.005
C: -4.319 -1.151 1.637  -0.015
C: -1.368 4.982 -0.397  0.004
C: -2.071 -6.190 -1.443  0.002
C: -0.034 0.574 5.079  0.005
C: -2.961 -1.005 1.673  0.048
C: 1.437 4.806 -0.763  0.006
C: -5.067 -0.155 0.990  0.033
C: 2.621 -1.368 1.151  0.064
C: -0.603 -2.948 -0.566  0.108
C: -0.005 -5.655 -2.770  0.000
C: -1.512 -5.931 -2.837  0.000
C: 2.740 0.656 0.010  0.044
C: -1.214 2.393 -0.184  -0.003
C: 3.963 -1.597 1.041  -0.019
C: -0.597 6.121 -0.577  0.002
C: -0.111 -1.630 4.577  0.009
C: 0.053 0.277 3.603  0.008
C: -2.027 -4.900 -0.628  0.005
C: 4.737 -0.653 0.348  0.041
C: -3.002 1.007 0.534  0.035
C: 0.788 6.032 -0.761  0.000
H: 0.554 -6.591 -2.824  0.000
H: 1.206 -4.268 -1.585  -0.002
H: -4.785 -2.009 2.098  -0.001
H: -6.145 -0.223 0.927  0.003
H: 5.803 -0.796 0.227  0.003
H: -0.930 1.155 5.305  0.003
H: 4.676 1.226 -0.685  -0.001
H: -2.331 -1.749 2.147  -0.004
H: 0.667 -5.681 -0.692  0.001
H: -3.104 -6.535 -1.482  0.000
H: -0.041 -3.492 3.861  0.000
H: -2.086 -5.094 0.446  0.000
H: 0.456 -0.629 7.614  0.000
H: -2.855 -4.244 -0.901  -0.001
H: 0.845 1.110 5.439  0.002
H: -0.113 -3.429 5.566  0.000
H: -1.067 7.096 -0.570  0.000
H: -2.029 -5.067 -3.263  0.000
H: 1.975 -2.070 1.664  -0.002
H: -1.495 -6.973 -0.945  0.000
H: -2.438 5.027 -0.250  0.000
H: 1.357 6.942 -0.897  0.000
H: 0.305 -5.050 -3.621  0.000
H: -4.928 1.721 -0.045  0.000
H: 2.507 4.727 -0.894  0.000
H: -0.315 -2.152 7.183  0.000
H: -1.298 -0.695 7.336  0.000
H: -1.709 -6.772 -3.500  0.000
H: 4.401 -2.487 1.471  -0.001

Output
spin multiplicity	3
⟨S²⟩	2.0096
E	-69569.212	eV
relative energy (zero: lowest compared OMol25 entry of this formula, charge and spin)	7.1	kcal/mol
orbital gap (alpha / beta)	5.55 / 7.63	eV
total charge	+1

=====

Q: Number 2 is which compound?
A: C36H54BrFO6S